1.
DFT (ωB97M-V/def2-TZVPD) results for the molecule C8H14BN in a non-equilibrium geometry.

```
! wB97M-V def2-TZVPD RIJCOSX def2/J DEFGRID3
* xyz 0 3
B -0.838 0.519 -1.411
C -1.419 -0.382 -2.433
C -1.279 -1.778 -2.252
C -0.645 -2.229 -1.118
C -0.101 -1.383 -0.220
C 0.685 2.148 0.518
C -0.438 0.320 2.065
C 1.891 -0.016 0.965
C 0.465 0.628 0.826
N -0.032 -0.089 -0.313
H -1.191 1.672 -1.423
H -2.124 0.005 -3.279
H -1.637 -2.306 -3.147
H -0.547 -3.228 -0.884
H 0.291 -1.853 0.679
H 0.842 2.408 -0.619
H -0.101 2.846 0.706
H 1.502 2.427 1.199
H -0.449 1.079 2.873
H -0.046 -0.527 2.628
H -1.512 0.016 1.762
H 1.986 -0.512 1.888
H 2.122 -0.611 0.034
H 2.575 0.845 0.958
*
```

lowest unoccupied orbital energy (spin up / spin down) = 0.0273 / -0.0776 Ha
gap between HOMO and LUMO (spin up / spin down) = 5.7032 / 7.1913 eV
total energy = -392.6808 a.u.
HOMO (spin up / spin down) = -4.9591 / -9.3040 eV
expectation value of S² = 2.008

Löwdin atomic charges, in units of e: B -0.22; C -0.01; C -0.14; C -0.07; C -0.16; C -0.05; C -0.02; C -0.03; C -0.52; N -0.04; H 0.08; H 0.12; H 0.10; H 0.09; H 0.13; H 0.11; H 0.06; H 0.07; H 0.08; H 0.06; H 0.12; H 0.06; H 0.11; H 0.07

---

2.
DFT (ωB97M-V/def2-TZVPD) results for a cluster of 2 separate species, C6H8F3IN4O4S in total in a non-equilibrium geometry.

```
! wB97M-V def2-TZVPD RIJCOSX def2/J DEFGRID3
* xyz 0 1
C 0.086 -2.309 1.363
N -0.401 -0.926 1.020
C -1.808 -0.734 0.534
C -2.663 -0.160 1.776
O -3.718 0.444 1.507
I -1.951 -0.417 3.818
C 0.476 0.072 1.174
N 0.009 1.431 0.889
C 1.177 2.211 1.180
N 2.280 1.352 1.574
N 1.854 0.057 1.584
H 0.693 -2.202 2.337
H -0.836 -2.941 1.655
H 0.676 -2.795 0.516
H -2.217 -1.745 0.174
H -1.835 0.006 -0.365
H 1.224 3.344 1.113
H 3.248 1.588 1.820
H 2.340 -0.821 1.790
C 0.850 1.013 -2.851
F 0.498 2.235 -2.377
F 1.830 1.234 -3.757
F 1.444 0.366 -1.808
S -0.591 0.070 -3.559
O -1.096 0.898 -4.646
O -1.533 -0.071 -2.449
O -0.035 -1.200 -4.011
*
```

lowest unoccupied orbital energy = -0.0416 Ha
gap between HOMO and LUMO = 7.2198 eV
total energy = -1748.7742 a.u.
HOMO = -8.3516 eV

Löwdin atomic charges, in units of e: C -0.05; N -0.16; C -0.10; C -0.72; O -0.01; I 0.81; C -0.28; N 0.17; C 0.02; N 0.04; N 0.10; H 0.09; H 0.11; H 0.12; H 0.16; H 0.13; H 0.16; H 0.17; H 0.17; C -0.62; F 0.08; F 0.10; F 0.06; S 0.46; O -0.32; O -0.36; O -0.34

---

3.
DFT (ωB97M-V/def2-TZVPD) results for a structure of composition C18H16F3N5O5S4Sr in a non-equilibrium geometry.

```
! wB97M-V def2-TZVPD RIJCOSX def2/J DEFGRID3
* xyz -2 1
Sr 0.655 0.129 0.528
S -0.965 0.665 5.601
C -0.133 0.463 4.111
S 0.292 -1.119 3.539
S 0.135 1.814 3.061
N -0.725 -2.449 0.753
C -1.928 -2.649 -0.038
C -1.891 -1.775 -1.287
N -1.739 -0.374 -0.900
H 0.085 -2.871 0.313
H -0.777 -2.748 1.717
H -2.774 -2.329 0.577
H -2.109 -3.693 -0.334
H -2.787 -1.964 -1.892
H -1.034 -2.064 -1.899
H -2.620 0.072 -0.684
H -1.302 0.169 -1.639
N -5.480 -1.349 5.757
C -4.892 -0.742 4.977
C -4.221 0.027 3.954
C -4.666 1.304 3.649
C -4.024 1.998 2.639
C -2.985 1.368 1.968
N -2.564 0.139 2.249
C -3.147 -0.511 3.246
H -5.488 1.740 4.202
H -4.311 3.008 2.379
H -2.449 1.884 1.178
H -2.730 -1.477 3.508
O 0.545 0.197 -2.895
S 1.458 -0.915 -2.690
O 1.210 -2.055 -3.537
N 1.519 -1.306 -1.115
C 2.747 -1.009 -0.547
O 2.945 -1.028 0.663
C 3.756 -0.603 -1.592
C 5.096 -0.326 -1.420
C 5.819 0.111 -2.525
C 5.202 0.281 -3.762
C 3.847 0.010 -3.929
C 3.157 -0.442 -2.823
H 5.544 -0.428 -0.440
H 6.872 0.340 -2.421
H 5.782 0.641 -4.602
H 3.353 0.161 -4.879
F 1.510 4.399 -1.851
C 1.136 3.180 -2.305
F -0.021 3.345 -2.960
F 2.061 2.800 -3.202
C 1.024 2.201 -1.109
O 2.098 1.662 -0.743
O -0.087 2.118 -0.545
*
```

lowest unoccupied orbital energy = 0.1505 Ha
gap between HOMO and LUMO = 4.5274 eV
total energy = -3268.8260 a.u.
HOMO = -0.4330 eV

Löwdin atomic charges, in units of e: Sr 1.33; S 0.22; C -1.89; S 0.27; S 0.26; N -0.04; C -0.28; C -0.27; N -0.02; H 0.06; H 0.01; H 0.10; H 0.10; H 0.10; H 0.08; H 0.07; H 0.04; N 0.12; C -0.19; C -0.24; C -0.04; C -0.05; C -0.17; N 0.07; C -0.13; H 0.11; H 0.10; H 0.10; H 0.10; O -0.30; S 0.63; O -0.31; N -0.23; C -0.59; O -0.01; C -0.14; C 0.00; C -0.08; C -0.08; C -0.04; C -0.22; H 0.12; H 0.10; H 0.10; H 0.12; F 0.13; C -0.54; F 0.14; F 0.13; C -0.63; O -0.08; O -0.13